<w>
{
  "formula": "C3H5N2O2",
  "method": "ωB97M-V/def2-TZVPD",
  "mol_weight_g_mol": 101.08,
  "homo_energy_ev": -4.01,
  "spin_multiplicity": 1,
  "homo_lumo_gap_ev": 7.926,
  "lumo_ev": 3.9,
  "charge": -1,
  "elements": ["C", "C", "C", "N", "N", "O", "O", "H", "H", "H", "H", "H"],
  "coordinates": [[-0.23, -0.44, 0.23], [0.42, 0.71, -0.51], [0.85, -0.79, -0.45], [3.53, 0.95, 0.84], [4.20, 0.07, 0.26], [3.56, -0.82, -0.36], [5.36, 0.44, 0.08], [-1.09, -0.67, 0.74], [2.45, 0.66, 0.75], [0.02, 1.07, -1.40], [1.07, 1.48, 0.10], [1.86, -1.23, -0.42]],
  "lowdin_charge": [-0.085, -0.195, -0.040, 0.020, -0.644, -0.173, -0.128, 0.036, 0.041, 0.029, 0.089, 0.050]
}



<x>
{
  "formula": "C3H5N2O2",
  "method": "ωB97M-V/def2-TZVPD",
  "mol_weight_g_mol": 101.08,
  "smiles": "C=CCN=[N+]([O-])[O-]",
  "homo_energy_ev": -4.02,
  "spin_multiplicity": 1,
  "homo_lumo_gap_ev": 8.035,
  "lumo_ev": 4.0,
  "charge": -1,
  "elements": ["C", "C", "C", "N", "N", "O", "O", "H", "H", "H", "H", "H"],
  "coordinates": [[0.06, 0.94, -1.87], [0.64, -0.08, -1.25], [-0.19, -0.60, -0.11], [0.41, 0.34, 1.25], [-0.13, -0.10, 2.35], [0.14, 0.43, 3.43], [-0.99, -1.06, 2.32], [0.56, 1.43, -2.77], [-0.90, 1.31, -1.39], [1.52, -0.64, -1.68], [-1.24, -0.36, -0.33], [0.12, -1.60, 0.06]],
  "lowdin_charge": [-0.071, -0.250, -0.184, 0.056, -0.626, -0.122, -0.169, 0.053, 0.073, 0.096, 0.080, 0.062]
}



Going by the energies, <x> is most stable and the next is 2.188 eV up.



<w>
{
  "formula": "C5H11N4",
  "method": "ωB97M-V/def2-TZVPD",
  "mol_weight_g_mol": 127.17,
  "homo_energy_ev": -14.09,
  "spin_multiplicity": 1,
  "homo_lumo_gap_ev": 9.962,
  "lumo_ev": -4.1,
  "charge": 1,
  "elements": ["C", "C", "C", "C", "C", "N", "N", "N", "N", "H", "H", "H", "H", "H", "H", "H", "H", "H", "H", "H"],
  "coordinates": [[2.58, 1.73, 0.37], [3.36, 0.64, -0.22], [1.40, 1.19, 0.59], [0.81, -2.42, -0.39], [0.36, -1.01, 0.08], [2.62, -0.40, -0.39], [1.37, -0.10, 0.12], [-0.90, -0.84, 0.39], [-2.69, 1.25, -0.27], [2.78, 2.76, 0.54], [4.35, 0.73, -0.32], [0.50, 1.52, 0.99], [1.78, -2.37, -0.92], [0.91, -3.00, 0.57], [-0.01, -2.89, -1.06], [-1.47, -0.03, 0.70], [-1.44, -1.72, 0.13], [-2.25, 1.19, -1.21], [-3.66, 1.04, -0.41], [-2.69, 2.25, 0.08]],
  "lowdin_charge": [0.017, -0.045, -0.050, 0.018, -0.253, 0.110, -0.055, 0.216, -0.007, 0.109, 0.088, 0.113, 0.080, 0.117, 0.125, 0.096, 0.174, 0.048, 0.025, 0.075]
}



<x>
{
  "formula": "C5H11N4",
  "method": "ωB97M-V/def2-TZVPD",
  "mol_weight_g_mol": 127.17,
  "homo_energy_ev": -11.79,
  "spin_multiplicity": 1,
  "homo_lumo_gap_ev": 7.120,
  "lumo_ev": -4.7,
  "charge": 1,
  "elements": ["C", "C", "C", "C", "C", "N", "N", "N", "N", "H", "H", "H", "H", "H", "H", "H", "H", "H", "H", "H"],
  "coordinates": [[-1.27, 0.98, 2.37], [-1.50, -0.32, 2.89], [0.37, -0.59, 1.66], [-0.13, 0.80, 1.52], [0.54, -0.10, -1.47], [-0.60, -1.20, 2.55], [0.06, 1.25, -1.67], [1.15, -0.66, -2.50], [1.13, -0.17, -3.81], [-1.68, 1.86, 2.77], [-2.29, -0.50, 3.58], [1.31, -0.59, 2.25], [0.45, 1.61, 1.07], [-0.46, -2.13, 2.94], [0.20, 1.63, -2.64], [-0.76, 1.51, -1.17], [1.31, -1.69, -2.32], [0.42, -0.94, 0.61], [1.56, -0.78, -4.44], [0.18, 0.02, -4.18]],
  "lowdin_charge": [0.029, -0.029, -0.146, 0.028, -0.171, 0.088, 0.032, -0.136, 0.029, 0.106, 0.145, 0.175, 0.126, 0.185, 0.085, 0.050, 0.148, 0.087, 0.061, 0.107]
}



<y>
{
  "formula": "C5H11N4",
  "method": "ωB97M-V/def2-TZVPD",
  "mol_weight_g_mol": 127.17,
  "homo_energy_ev": -11.96,
  "spin_multiplicity": 1,
  "homo_lumo_gap_ev": 8.406,
  "lumo_ev": -3.6,
  "charge": 1,
  "elements": ["C", "C", "C", "C", "C", "N", "N", "N", "N", "H", "H", "H", "H", "H", "H", "H", "H", "H", "H", "H"],
  "coordinates": [[1.22, 1.43, 0.61], [2.06, 0.81, -0.53], [-2.29, -0.66, 0.37], [-0.45, 0.09, -0.88], [0.74, 0.17, -0.08], [-2.63, 0.78, 0.35], [-1.84, 1.52, -0.20], [1.02, -1.21, 0.63], [-1.40, -0.90, -0.75], [1.71, 1.48, 1.51], [0.64, 2.28, 0.26], [2.19, 1.28, -1.52], [2.89, 0.12, -0.32], [-1.81, -0.70, 1.33], [-3.05, -1.48, 0.29], [-0.29, 0.53, -1.83], [0.82, -1.22, 1.68], [1.99, -1.32, 0.36], [0.33, -1.82, 0.23], [-1.84, -1.18, -1.52]],
  "lowdin_charge": [-0.007, -0.032, -0.181, -0.161, -0.385, -0.025, 0.143, 0.262, -0.019, 0.086, 0.120, 0.129, 0.109, 0.104, 0.153, 0.131, 0.210, 0.149, 0.124, 0.090]
}



<z>
{
  "formula": "C5H11N4",
  "method": "ωB97M-V/def2-TZVPD",
  "mol_weight_g_mol": 127.17,
  "smiles": "CC(C)(C#N)[NH+]=C(N)N",
  "homo_energy_ev": -14.96,
  "spin_multiplicity": 1,
  "homo_lumo_gap_ev": 11.627,
  "lumo_ev": -3.3,
  "charge": 1,
  "elements": ["C", "C", "C", "C", "C", "N", "N", "N", "N", "H", "H", "H", "H", "H", "H", "H", "H", "H", "H", "H"],
  "coordinates": [[1.16, 1.46, -0.42], [-1.55, 0.68, -0.16], [1.75, -0.96, -0.98], [1.15, -0.09, 1.37], [0.88, 0.07, -0.24], [1.61, 2.51, -0.49], [-2.71, 0.47, -0.78], [-1.33, 1.61, 0.76], [-0.56, -0.12, -0.48], [1.69, -1.87, -0.47], [1.61, -1.03, -2.05], [2.70, -0.57, -0.85], [0.14, -0.42, 1.69], [1.62, 0.73, 1.88], [1.87, -0.92, 1.44], [-3.51, 0.88, -0.39], [-2.86, -0.49, -1.21], [-2.22, 2.11, 1.04], [-0.44, 1.90, 1.04], [-0.78, -0.83, -1.17]],
  "lowdin_charge": [-0.226, -0.448, 0.023, 0.031, -0.449, 0.235, 0.214, 0.241, 0.122, 0.080, 0.104, 0.082, 0.096, 0.088, 0.087, 0.105, 0.178, 0.178, 0.083, 0.175]
}



Going by the energies, <z> is most stable and the next is 0.461 eV up.



<w>
{
  "formula": "C3H3NS3",
  "method": "ωB97M-V/def2-TZVPD",
  "mol_weight_g_mol": 149.27,
  "smiles": "NC(=S)C(=S)C=S",
  "homo_energy_ev": -8.88,
  "spin_multiplicity": 1,
  "homo_lumo_gap_ev": 6.408,
  "lumo_ev": -2.5,
  "charge": 0,
  "elements": ["C", "C", "C", "H", "H", "H", "N", "S", "S", "S"],
  "coordinates": [[0.78, -0.03, -0.07], [-0.77, -0.03, -0.27], [-1.33, 1.11, 0.30], [0.88, -2.17, -0.18], [2.49, -1.09, -0.06], [-0.82, 1.70, 1.04], [1.38, -1.34, 0.25], [1.49, 1.53, 0.17], [-1.46, -1.40, -0.98], [-2.63, 1.74, -0.19]],
  "lowdin_charge": [-0.768, -0.831, -0.880, 0.047, 0.174, 0.007, 0.002, 0.654, 0.756, 0.840]
}



<x>
{
  "formula": "C3H3NS3",
  "method": "ωB97M-V/def2-TZVPD",
  "mol_weight_g_mol": 149.27,
  "homo_energy_ev": [-7.71, -7.71],
  "spin_multiplicity": 1,
  "homo_lumo_gap_ev": [7.498, 7.497],
  "lumo_ev": [-0.2, -0.2],
  "charge": 0,
  "elements": ["C", "C", "C", "N", "S", "S", "S", "H", "H", "H"],
  "coordinates": [[0.15, 1.55, 0.12], [0.58, 0.35, 0.07], [-1.29, -1.01, -0.10], [1.50, -0.62, 0.09], [-0.96, -2.53, -0.03], [-1.58, 2.02, 0.01], [-2.54, 0.08, 0.07], [0.82, 2.55, 0.21], [2.10, -0.79, -0.71], [1.22, -1.60, 0.27]],
  "lowdin_charge": [-0.532, -0.290, -1.215, 0.033, 0.664, 0.517, 0.568, 0.130, 0.108, 0.017]
}



Going by the energies, <w> is most stable and the next is 0.409 eV up.



<w>
{
  "formula": "C5H10Si",
  "method": "ωB97M-V/def2-TZVPD",
  "mol_weight_g_mol": 98.22,
  "smiles": "C=[Si](C)C.C#C",
  "homo_energy_ev": -7.73,
  "spin_multiplicity": 1,
  "homo_lumo_gap_ev": 8.175,
  "lumo_ev": 0.4,
  "charge": 0,
  "elements": ["C", "C", "C", "C", "C", "Si", "H", "H", "H", "H", "H", "H", "H", "H", "H", "H"],
  "coordinates": [[-2.84, 1.88, 0.96], [-1.69, 1.66, 1.36], [0.84, -0.01, -2.21], [2.36, -0.66, 0.71], [-0.88, -0.82, -0.01], [0.90, -0.33, -0.52], [-3.95, 1.99, 0.71], [0.12, -0.71, -2.77], [-0.87, 1.47, 1.67], [1.58, 0.50, -2.86], [3.10, -1.03, -0.05], [3.05, 0.17, 1.23], [2.07, -1.37, 1.47], [-0.92, -0.91, 1.06], [-1.65, -0.06, -0.16], [-1.22, -1.76, -0.60]],
  "lowdin_charge": [0.039, 0.015, -0.265, -0.234, -0.261, 0.652, 0.067, -0.001, -0.088, -0.043, 0.016, 0.067, 0.002, -0.009, -0.025, 0.068]
}



<x>
{
  "formula": "C5H10Si",
  "method": "ωB97M-V/def2-TZVPD",
  "mol_weight_g_mol": 98.22,
  "smiles": "C#C[Si](C)(C)C",
  "homo_energy_ev": -9.98,
  "spin_multiplicity": 1,
  "homo_lumo_gap_ev": 10.910,
  "lumo_ev": 0.9,
  "charge": 0,
  "elements": ["C", "C", "C", "C", "C", "Si", "H", "H", "H", "H", "H", "H", "H", "H", "H", "H"],
  "coordinates": [[2.43, 0.90, 1.42], [1.44, 0.49, 0.89], [0.39, -0.27, -1.82], [-1.26, 1.42, 0.19], [-0.76, -1.67, 0.75], [-0.09, -0.10, 0.00], [3.32, 1.28, 1.80], [1.20, 0.42, -2.11], [-0.40, -0.19, -2.50], [0.79, -1.27, -2.03], [-0.66, 2.30, 0.03], [-1.59, 1.33, 1.23], [-2.11, 1.45, -0.45], [-1.67, -1.82, 0.30], [-0.13, -2.51, 0.47], [-0.90, -1.75, 1.82]],
  "lowdin_charge": [0.038, -0.186, -0.183, -0.179, -0.174, 0.496, 0.001, 0.039, 0.003, 0.028, 0.019, 0.027, 0.009, -0.004, 0.032, 0.034]
}



Going by the energies, <x> is most stable and the next is 4.890 eV up.



<w>
{
  "formula": "C5H7N3O2",
  "method": "ωB97M-V/def2-TZVPD",
  "mol_weight_g_mol": 141.13,
  "smiles": "CC/C=[N+](/[O-])O.N#CC#N",
  "homo_energy_ev": -9.38,
  "spin_multiplicity": 1,
  "homo_lumo_gap_ev": 9.500,
  "lumo_ev": 0.1,
  "charge": 0,
  "elements": ["C", "C", "C", "C", "C", "N", "N", "N", "O", "O", "H", "H", "H", "H", "H", "H", "H"],
  "coordinates": [[-1.39, -3.17, -2.35], [-2.69, -3.41, -2.04], [0.32, 1.31, -0.35], [0.76, -0.15, -0.24], [-0.37, -1.11, -0.40], [-0.30, -3.05, -2.75], [-3.80, -3.57, -1.86], [-0.44, -2.21, 0.20], [-1.28, -3.10, 0.31], [0.67, -2.51, 0.99], [1.26, 1.82, -0.65], [-0.27, 1.63, 0.43], [-0.36, 1.44, -1.21], [1.12, -0.48, 0.80], [1.47, -0.29, -1.03], [-1.22, -0.84, -1.05], [0.43, -3.04, 1.75]],
  "lowdin_charge": [-0.227, -0.220, -0.096, -0.204, -0.087, 0.223, 0.214, -0.342, -0.038, 0.050, 0.090, 0.048, 0.076, 0.140, 0.108, 0.145, 0.121]
}



<x>
{
  "formula": "C5H7N3O2",
  "method": "ωB97M-V/def2-TZVPD",
  "mol_weight_g_mol": 141.13,
  "homo_energy_ev": [-7.99, -7.99],
  "spin_multiplicity": 1,
  "homo_lumo_gap_ev": [8.362, 8.361],
  "lumo_ev": [0.4, 0.4],
  "charge": 0,
  "elements": ["C", "C", "C", "C", "C", "N", "N", "N", "O", "O", "H", "H", "H", "H", "H", "H", "H"],
  "coordinates": [[-0.43, 2.04, 0.11], [3.96, -3.18, -0.38], [-1.36, -1.22, 0.05], [-0.80, 3.47, 0.43], [-1.45, -2.60, -0.21], [-1.46, 1.17, 0.09], [-1.22, -0.03, 0.00], [0.74, 1.59, -0.07], [2.96, -3.74, -0.49], [4.92, -2.55, -0.16], [-0.26, 4.36, 0.12], [-1.09, 3.64, 1.49], [-1.73, 3.59, -0.14], [-2.08, -2.89, -1.07], [-1.77, -2.95, 0.80], [-0.39, -2.98, -0.38], [1.45, 2.26, -0.18]],
  "lowdin_charge": [-0.532, -0.408, -0.028, -0.047, -0.065, 0.031, 0.011, 0.106, 0.203, 0.203, 0.065, 0.082, 0.063, 0.098, 0.095, 0.110, 0.013]
}



<y>
{
  "formula": "C5H7N3O2",
  "method": "ωB97M-V/def2-TZVPD",
  "mol_weight_g_mol": 141.13,
  "homo_energy_ev": -8.68,
  "spin_multiplicity": 1,
  "homo_lumo_gap_ev": 9.189,
  "lumo_ev": 0.5,
  "charge": 0,
  "elements": ["C", "N", "C", "N", "C", "C", "O", "C", "N", "H", "H", "H", "H", "H", "O", "H", "H"],
  "coordinates": [[-3.30, 0.18, -0.33], [-2.05, 0.91, -0.23], [-0.86, 0.33, -0.09], [0.31, 0.90, 0.07], [1.22, -0.13, -0.16], [0.55, -1.31, -0.24], [-0.78, -1.00, -0.25], [2.63, 0.17, -0.26], [3.66, -0.30, -0.76], [-4.11, 0.90, -0.44], [-3.29, -0.49, -1.20], [-3.49, -0.42, 0.58], [-2.06, 1.92, -0.15], [0.83, -2.35, -0.18], [3.51, 0.55, 1.32], [4.40, -0.07, 0.38], [2.83, 0.21, 1.93]],
  "lowdin_charge": [-0.072, 0.024, -0.424, 0.170, -0.267, -0.016, 0.081, -0.183, 0.093, 0.089, 0.089, 0.090, 0.150, 0.137, -0.216, 0.220, 0.036]
}



Going by the energies, <x> is most stable and the next is 1.591 eV up.